Density functional theory data (ωB97M-V/def2-TZVPD) for a molecular structure, C42H32N4NiO2STe.

Positions of all 83 atoms, in Å:
H1 2.489 -0.053 -1.506
H2 -3.587 2.916 5.093
C1 -1.553 0.326 1.280
C2 -0.023 2.665 -6.306
C3 -3.962 -0.092 1.543
Te1 3.466 2.619 -2.841
C4 -0.377 -2.345 -4.079
N1 1.801 -1.203 1.962
C5 -1.792 -0.460 -4.509
Ni1 1.419 0.723 1.266
H3 6.534 -3.006 0.586
H4 -2.094 0.880 -2.865
C6 4.508 1.355 0.514
C7 -5.288 -1.421 -0.136
H5 0.106 -3.250 -4.417
C8 -5.476 0.464 6.455
H6 2.103 2.264 -0.496
H7 2.400 0.656 -5.082
C9 1.170 -3.366 2.733
C10 3.318 -3.075 1.712
C11 -2.759 1.268 3.257
S1 2.377 2.381 5.272
C12 -0.808 -0.744 -2.332
C13 0.768 1.541 -6.145
C14 1.572 0.529 -1.662
O1 -2.008 2.212 3.387
C15 2.014 2.657 -4.428
H8 -5.147 -2.479 -0.353
C16 5.255 -1.272 0.720
C17 1.861 2.015 -1.532
C18 -1.611 -0.022 -3.209
C19 2.355 -3.912 2.299
C20 2.126 2.144 3.720
H9 2.564 -4.965 2.424
C21 6.213 -0.313 0.350
C22 -1.172 -1.617 -4.948
H10 1.389 4.653 -3.968
H11 -2.421 0.107 -5.180
H12 -6.068 -1.317 0.613
C23 -5.151 -0.560 5.580
C24 1.785 1.536 -5.207
C25 3.947 -0.811 1.000
C26 -4.007 -0.807 0.347
H13 -3.992 -1.155 3.887
N2 2.030 2.029 2.554
C27 1.218 3.780 -4.586
C28 -4.269 -0.338 4.537
H14 0.416 -3.973 3.210
H15 -0.410 4.665 -5.645
H16 0.983 2.586 -1.821
O2 -0.489 0.772 1.780
H17 7.232 -0.617 0.163
H18 4.194 2.388 0.454
C29 -0.193 -1.912 -2.779
H19 0.425 -2.481 -2.098
C30 5.842 1.007 0.273
H20 6.558 1.774 0.032
C31 -3.726 0.929 4.344
H21 -2.892 -1.425 -1.350
H22 -5.140 2.512 6.985
C32 -4.043 1.948 5.240
C33 0.203 3.785 -5.525
H23 -1.318 -1.958 -5.962
H24 4.841 -4.578 1.433
H25 -0.814 2.669 -7.039
N3 3.587 0.474 0.840
C34 -2.854 -0.904 -0.403
C35 4.611 -3.527 1.319
C36 -2.787 0.445 2.027
C37 2.975 -1.715 1.546
N4 0.617 0.202 -0.629
H26 0.040 -1.538 2.941
C38 -4.908 1.718 6.291
C39 5.545 -2.660 0.855
H27 -6.167 0.284 7.266
H28 0.595 0.662 -6.748
C40 -1.646 -0.320 -0.008
H29 -5.625 -0.936 -1.053
C41 -0.545 -0.269 -0.938
H30 -5.589 -1.538 5.717
H31 1.200 0.316 -2.674
C42 0.942 -1.997 2.563
H32 -4.881 0.070 2.088

Output
HOMO-LUMO gap (alpha / beta) = 6.423 / 6.390 eV
expectation value of S² = 2.0065
2S+1 = 3
highest occupied orbital energy (alpha / beta) = -0.266 / -0.264 Ha

Density functional theory data (ωB97M-V/def2-TZVPD) for C10H18O4Si in the gas phase.

Positions of all 33 atoms, in Å:
H1 -3.543 2.222 0.247
H2 2.678 2.284 -0.379
H3 4.112 -0.878 2.190
H4 -0.012 1.342 0.323
H5 4.343 -0.422 0.518
C1 2.325 -0.197 1.275
C2 -5.199 -0.767 -1.380
H6 2.689 0.825 1.503
C3 1.112 -1.767 -0.359
C4 -2.998 1.818 1.038
O1 -0.224 -1.851 -0.204
H7 1.692 -0.572 2.022
C5 2.407 0.224 -1.329
Si1 -3.321 -0.051 0.726
O2 -4.656 -0.368 -0.078
C6 0.220 0.414 -0.048
H8 -6.157 -1.264 -1.191
H9 3.563 -2.029 0.965
H10 3.416 2.022 -1.929
H11 -3.414 -0.983 1.889
H12 -4.606 -1.551 -1.812
H13 4.106 1.155 -0.530
C7 -0.707 -0.510 -0.062
H14 -3.589 1.993 2.036
C8 3.648 -0.942 1.194
H15 -1.954 2.202 1.048
C9 3.182 1.444 -1.049
O3 -1.982 -0.540 -0.124
H16 1.693 0.310 -2.126
C10 1.617 -0.327 -0.113
H17 2.988 -0.620 -1.646
H18 -5.237 0.087 -2.004
O4 1.810 -2.702 -0.613

Output
SMILES string = CCC1(CC)C=C(O[Si@@H](C)OC)OC1=O
HOMO-LUMO gap = 9.542 eV
relative energy (zero: lowest compared OMol25 entry of this formula, charge and spin) = 0.773 eV
highest occupied orbital energy = -0.326 Ha

Density functional theory data (ωB97M-V/def2-TZVPD) for C6H11N in the gas phase.

Positions of all 18 atoms, in Å:
H1 1.520 -1.124 -1.300
H2 -1.175 -1.848 0.300
C1 0.805 1.130 -0.605
N1 0.369 -0.923 0.541
C2 -0.076 0.264 1.263
H3 2.418 -0.370 0.123
H4 -0.046 -1.761 -1.067
H5 -1.876 0.270 -1.642
C3 -0.568 -1.189 -0.335
H6 -2.336 0.055 0.027
H7 1.626 1.767 -0.326
C4 1.397 -0.431 -0.288
C5 -0.538 1.020 0.140
C6 -1.461 0.164 -0.631
H8 -1.000 2.022 0.629
H9 0.874 1.096 -1.699
H10 0.780 0.635 1.820
H11 -0.724 -0.031 2.090

Output
SMILES string = C1CN2CCC1C2
HOMO-LUMO gap = 9.543 eV
relative energy (zero: lowest compared OMol25 entry of this formula, charge and spin) = 3.601 eV
highest occupied orbital energy = -0.311 Ha

Density functional theory data (ωB97M-V/def2-TZVPD) for a molecular structure, C22H36CaN4O2S3SbSe4.

Positions of all 73 atoms, in Å:
H1 -1.743 -2.826 0.012
Se1 -6.629 1.897 1.056
H2 -0.325 2.582 -2.724
H3 -3.995 -0.349 -1.929
S1 -1.620 2.247 -0.827
H4 -2.809 -5.716 2.066
C1 4.028 -0.556 0.233
H5 0.554 -5.414 0.261
H6 1.571 3.223 2.997
C2 -1.922 -0.853 -2.134
H7 0.335 -5.185 2.001
H8 0.389 -2.807 1.828
H9 -2.358 -6.246 -0.355
H10 -2.365 1.749 2.019
H11 -1.802 3.227 2.800
C3 2.595 -0.811 -0.050
H12 0.935 -1.401 -4.826
C4 0.849 3.603 -1.240
H13 -1.866 -4.507 2.923
C5 0.498 -1.064 -2.741
C6 4.980 -0.500 -0.779
H14 -1.009 4.138 -2.186
H15 -3.181 -4.009 1.841
C7 -0.152 -5.513 1.084
H16 2.838 1.830 1.419
Sb1 -5.014 0.576 2.290
H17 -3.355 -0.128 -3.566
N1 -0.539 -2.500 1.541
H18 2.065 -0.308 -3.990
H19 -3.693 -1.752 -2.959
C8 -0.487 3.233 -1.863
O1 1.789 -0.869 0.938
H20 -0.422 -6.560 1.196
H21 -1.169 -2.554 2.351
S2 1.753 2.127 -0.613
C9 5.736 -0.005 1.844
N2 0.928 -0.962 -1.521
H22 -2.886 3.660 0.634
N3 -0.969 -3.313 0.463
H23 -1.445 -5.079 -1.327
Se2 -3.611 -1.026 0.857
H24 0.733 4.303 -0.414
H25 2.932 3.537 0.931
C10 -0.892 -0.995 -3.032
C11 -3.330 -0.761 -2.683
H26 7.707 0.291 1.058
H27 3.670 -0.366 2.325
H28 1.478 4.066 -2.003
C12 -1.640 2.557 1.950
C13 1.464 -1.213 -3.894
Ca1 -0.118 -0.608 0.283
H29 -1.190 4.166 0.551
C14 -1.851 3.309 0.649
H30 2.151 -2.035 -3.693
H31 6.028 0.189 2.869
H32 -3.011 -4.630 -0.644
N4 2.278 -0.906 -1.317
O2 -1.784 -0.813 -0.857
C15 -2.099 -5.196 -0.465
H33 7.033 -0.180 -1.268
C16 4.421 -0.313 1.548
H34 -1.168 -1.046 -4.077
C17 6.678 0.052 0.830
H35 0.590 3.907 1.695
S3 -0.072 1.676 2.210
C18 1.144 3.025 2.012
C19 -1.400 -4.673 0.790
H36 4.653 -0.681 -1.791
C20 -2.369 -4.725 1.980
C21 6.296 -0.207 -0.479
C22 2.264 2.679 1.046
Se3 -5.299 -1.970 2.343
Se4 -4.030 1.374 4.362

Output
HOMO-LUMO gap = 6.514 eV
total charge = -1
relative energy (zero: lowest compared OMol25 entry of this formula, charge and spin) = 1.081 eV
highest occupied orbital energy = -0.169 Ha

Density functional theory data (ωB97M-V/def2-TZVPD) for C5H14N2 in the gas phase.

Positions of all 21 atoms, in Å:
C1 -1.537 0.850 1.294
H1 1.320 -2.065 -2.890
H2 -0.952 1.722 1.621
C2 0.933 -0.165 -2.169
H3 1.413 1.667 -1.118
N1 -0.782 0.277 0.186
H4 1.018 -0.772 0.641
H5 1.899 -1.805 -1.410
H6 -0.135 0.029 -2.281
H7 0.944 0.920 1.125
H8 2.471 0.348 -0.717
H9 -2.860 0.086 2.827
H10 -1.123 0.011 3.249
C3 0.672 0.226 0.334
H11 -2.422 1.329 0.875
N2 1.098 -1.619 -2.005
H12 1.408 0.225 -3.073
H13 -1.783 -1.127 2.106
C4 -1.860 -0.095 2.445
H14 -1.142 -0.630 -0.079
C5 1.421 0.588 -0.960

Output
SMILES string = CCNCCCN
HOMO-LUMO gap = 9.584 eV
relative energy (zero: lowest compared OMol25 entry of this formula, charge and spin) = 0.854 eV
highest occupied orbital energy = -0.309 Ha

Density functional theory data (ωB97M-V/def2-TZVPD) for 3 unconnected molecules or ions with the total composition C32H28ClFNO12PS.

Positions of all 77 atoms, in Å:
H1 1.398 -4.873 1.693
H2 -3.183 1.266 1.622
H3 -4.245 0.962 -0.697
H4 -3.419 -0.604 -2.320
C1 4.295 -5.947 1.960
H5 -2.519 -0.502 1.611
H6 5.671 -9.121 1.829
H7 5.002 4.619 -0.617
H8 4.555 -4.548 3.624
C2 2.104 1.121 -2.187
C3 3.329 2.192 -1.973
C4 1.081 -1.303 -1.214
H9 -3.848 5.360 -1.809
O1 -1.878 3.345 -4.650
C5 1.369 4.282 -2.549
C6 0.136 3.171 -2.759
C7 -1.767 -1.577 -0.899
C8 5.963 -7.708 3.474
O2 6.695 -8.432 4.141
O3 3.470 -1.155 -2.381
C9 -0.480 -0.859 -1.618
S1 -1.650 3.648 -3.145
C10 2.342 -0.523 -1.987
H10 3.584 -6.934 -0.067
O4 6.100 -5.976 5.212
H11 0.663 -4.060 4.219
H12 4.433 1.841 -1.692
H13 -2.407 -3.226 0.803
C11 -3.881 -0.039 -0.160
H14 -4.350 8.755 -0.833
H15 -4.794 -0.573 0.357
H16 3.745 6.332 -1.602
C12 -1.461 -2.738 0.265
F1 -2.728 2.719 -2.129
O5 -3.965 7.911 -1.156
N1 5.469 5.055 -3.041
Cl1 3.042 -2.626 4.833
C13 -4.989 6.985 -1.071
H17 6.366 4.747 -2.564
C14 1.422 -2.436 -0.077
H18 2.787 -2.907 2.394
H19 2.523 -2.720 0.227
H20 -4.037 -2.084 -1.329
C15 -0.592 0.353 -2.764
O6 4.113 -7.700 0.247
C16 0.541 1.570 -2.577
C17 -6.305 7.456 -0.558
C18 4.634 -7.310 1.467
H21 1.864 -1.374 2.987
C19 -2.728 0.424 0.922
C20 0.422 -4.252 1.866
H22 -0.535 -4.923 2.093
H23 -7.864 3.449 -1.118
C21 -3.304 -1.143 -1.276
C22 -5.895 4.737 -1.347
O7 3.591 -5.210 1.278
C23 -4.801 5.716 -1.437
H24 1.165 5.449 -2.674
C24 2.922 3.803 -2.159
O8 -6.442 8.624 -0.213
H25 -0.226 -2.570 3.281
H26 -1.767 0.893 0.432
C25 -7.219 5.214 -0.860
C26 5.414 -8.129 2.176
H27 6.633 -6.739 5.524
C27 0.657 -3.360 3.261
P1 4.370 5.048 -1.850
C28 4.824 -5.535 3.269
C29 2.066 -2.518 3.262
H28 -8.363 6.842 -0.133
O9 -5.749 3.561 -1.661
C30 -7.406 6.483 -0.491
C31 0.109 -3.139 0.680
O10 -8.250 4.294 -0.801
O11 -1.954 5.148 -2.769
C32 5.601 -6.355 3.980
O12 -1.470 0.349 -3.771

Output
SMILES string = CCCc1cc(CCCCl)cc2c1C(=O)c1c(cc([PH2]=N)cc1S(=O)(=O)F)C2=O.O=C1C=C(O)C(=O)C=C1O.O=C1C=C(O)C(=O)C=C1O
HOMO-LUMO gap = 6.844 eV
highest occupied orbital energy = -0.336 Ha

Density functional theory data (ωB97M-V/def2-TZVPD) for a molecular structure, C23H34NO2OsP2Se.

Positions of all 64 atoms, in Å:
H1 -3.902 -0.689 0.221
C1 -1.201 -2.595 0.494
N1 -0.030 2.220 -0.756
H2 0.608 1.030 6.657
H3 1.865 0.059 2.966
C2 -3.802 0.278 -0.289
H4 -1.224 2.135 -6.914
H5 2.615 -1.225 1.985
C3 1.782 2.415 0.873
H6 -0.334 2.087 4.608
C4 0.299 0.405 5.818
P1 -2.232 0.312 -1.223
C5 2.548 -0.140 2.131
C6 0.889 3.022 -0.191
C7 1.080 -3.937 -0.410
H7 -2.086 -2.069 0.863
H8 1.368 2.588 1.880
H9 -2.669 -1.905 -2.071
H10 2.791 2.844 0.824
C8 -0.543 -1.192 3.672
H11 -4.646 0.413 -0.980
H12 1.858 -1.981 -0.901
P2 1.923 0.593 0.602
H13 -2.804 2.310 -2.688
H14 1.778 4.942 -0.056
C9 1.001 4.362 -0.547
C10 0.414 -0.990 5.890
H15 0.901 -3.544 -4.183
C11 0.148 4.891 -1.515
H16 -3.811 1.078 0.463
C12 -0.219 1.005 4.675
H17 0.271 5.922 -1.838
H18 -1.574 4.454 -2.766
H19 0.871 0.013 -1.398
Os1 -0.218 0.183 -0.105
H20 3.546 0.263 2.355
C13 3.307 0.485 -0.574
H21 0.145 1.529 -6.673
H22 3.601 -0.566 -0.692
C14 -0.114 -1.865 -0.002
C15 -0.011 -1.785 4.817
C16 -0.615 0.209 3.578
H23 1.298 -2.703 -5.381
H24 -1.992 -4.550 0.934
H25 -1.557 -0.997 -3.140
C17 0.002 -4.668 0.103
H26 -3.312 -0.623 -3.158
H27 0.052 -5.756 0.156
C18 1.025 -2.544 -0.472
C19 -2.466 -0.928 -2.529
H28 0.825 -1.458 6.786
H29 1.972 -4.454 -0.768
H30 3.006 0.888 -1.549
C20 -2.065 1.917 -1.988
H31 -0.906 -1.800 2.843
C21 -1.001 2.749 -1.613
C22 -1.141 -3.991 0.544
O1 -0.609 1.526 -7.287
H32 0.072 0.010 -1.670
C23 -0.849 4.094 -2.039
H33 4.159 1.063 -0.189
Se1 -1.300 1.129 2.063
O2 1.148 -3.596 -5.121
H34 0.065 -2.872 4.873

Output
HOMO-LUMO gap (alpha / beta) = 4.445 / 5.283 eV
total charge = +1
expectation value of S² = 6.0472
2S+1 = 5
highest occupied orbital energy (alpha / beta) = -0.261 / -0.418 Ha

Density functional theory data (ωB97M-V/def2-TZVPD) for a molecular structure, C16H12BrLaN3O7.

Positions of all 40 atoms, in Å:
H1 -2.262 1.037 -3.769
C1 -0.530 -0.714 4.284
C2 -2.211 0.069 -3.266
O1 1.880 1.255 6.045
C3 0.201 1.116 2.264
H2 -1.117 -3.095 -2.830
C4 2.139 2.198 -2.856
H3 3.626 -0.715 -2.116
H4 1.730 3.173 -2.619
C5 0.758 1.237 3.540
H5 2.073 -0.834 -4.296
C6 1.704 1.351 -3.919
H6 -3.004 -2.299 -0.979
N1 -2.036 -1.914 2.705
C7 -3.032 -0.373 -2.174
C8 -2.701 -1.745 -1.880
C9 -1.641 -2.137 -2.797
H7 0.906 1.567 -4.623
O2 -2.680 -1.972 1.613
La1 -0.863 -0.551 -0.886
C10 2.335 0.077 -3.749
O3 1.463 2.905 1.516
C11 -1.361 -1.016 -3.663
Br1 1.155 -2.474 -0.422
C12 -1.124 -0.803 3.053
C13 -0.858 0.174 2.081
O4 -1.692 0.198 1.060
H8 -0.674 -1.020 -4.514
N2 1.039 0.371 5.816
O5 0.741 -0.471 6.684
H9 1.466 2.033 3.735
H10 -0.797 -1.436 5.053
C14 3.154 0.139 -2.590
H11 -3.723 0.253 -1.608
O6 -2.073 -2.814 3.563
N3 0.727 1.974 1.175
O7 0.430 1.729 -0.067
H12 3.416 1.774 -1.062
C15 3.036 1.451 -2.035
C16 0.402 0.301 4.532

Output
HOMO-LUMO gap (alpha / beta) = 4.309 / 3.123 eV
total charge = -1
highest occupied orbital energy (alpha / beta) = -0.136 / -0.111 Ha

Density functional theory data (ωB97M-V/def2-TZVPD) for 2 unconnected molecules or ions with the total composition C7H11NO2S.

Positions of all 22 atoms, in Å:
H1 2.987 -0.938 -0.560
H2 2.862 1.364 0.450
H3 2.554 0.442 -1.540
O1 -3.958 0.642 -0.423
H4 2.808 0.104 1.663
C1 0.085 0.785 -0.614
S1 0.490 -1.468 0.904
H5 1.574 1.418 1.620
C2 2.206 0.801 0.999
C3 2.084 -0.463 -1.082
H6 -2.177 -1.691 0.822
O2 -0.733 2.748 0.694
H7 1.701 -1.041 -1.929
C4 1.292 0.003 0.012
C5 -3.571 -0.309 0.098
H8 -0.826 -0.789 -1.552
H9 -3.909 -2.168 1.018
C6 -3.167 -1.436 0.604
H10 -1.337 0.807 -1.918
H11 0.190 -0.664 2.112
C7 -0.506 1.694 0.217
N1 -0.650 0.159 -1.594

Output
SMILES string = CC(C)(S)C(N)=C=O.C=C=O
HOMO-LUMO gap = 8.283 eV
relative energy (zero: lowest compared OMol25 entry of this formula, charge and spin) = 2.764 eV
highest occupied orbital energy = -0.287 Ha

Density functional theory data (ωB97M-V/def2-TZVPD) for 2 unconnected molecules or ions with the total composition C2H7NS.

Positions of all 11 atoms, in Å:
H1 1.287 -0.200 -1.481
N1 -0.261 1.546 1.138
H2 -1.090 -0.266 1.549
H3 1.124 -0.907 0.320
H4 -2.990 0.146 -0.045
S1 1.447 -1.389 -0.883
H5 0.550 1.369 1.723
C1 -1.081 0.566 0.857
H6 -1.880 1.264 -1.036
C2 -2.044 0.648 -0.163
H7 -0.130 2.283 0.451

Output
HOMO-LUMO gap (alpha / beta) = 8.909 / 5.819 eV
total charge = +1
expectation value of S² = 0.7600
2S+1 = 2
relative energy (zero: lowest compared OMol25 entry of this formula, charge and spin) = 0.322 eV
highest occupied orbital energy (alpha / beta) = -0.497 / -0.496 Ha

Density functional theory data (ωB97M-V/def2-TZVPD) for C4H13N3O in the gas phase.

Positions of all 21 atoms, in Å:
H1 2.509 0.158 0.230
N1 0.772 -0.986 -1.441
H2 -0.106 0.776 2.025
H3 1.270 2.587 0.422
H4 0.640 -0.193 -2.057
H5 -0.042 2.101 -0.621
C1 -0.971 0.319 1.556
H6 -1.564 -0.903 -1.500
N2 1.552 0.431 0.422
H7 -1.202 -0.594 2.118
C2 0.662 -0.575 -0.039
H8 0.307 -2.434 0.351
C3 0.976 1.857 -0.323
H9 1.706 -1.350 -1.595
H10 -1.824 0.997 1.593
H11 -2.672 -0.060 -0.405
H12 -1.999 -1.633 0.060
O1 0.857 -1.742 0.739
C4 -1.782 -0.688 -0.458
H13 1.583 1.901 -1.229
N3 -0.674 0.031 0.155

Output
SMILES string = CN[C@@](N)(O)N(C)C
HOMO-LUMO gap = 9.277 eV
relative energy (zero: lowest compared OMol25 entry of this formula, charge and spin) = 2.664 eV
highest occupied orbital energy = -0.308 Ha

Density functional theory data (ωB97M-V/def2-TZVPD) for C3H3ClS in the gas phase.

Positions of all 8 atoms, in Å:
H1 0.976 0.701 0.712
C1 -1.423 -0.981 0.208
H2 -2.413 -1.368 0.553
C2 -0.391 -0.433 0.034
Cl1 3.901 0.383 0.128
S1 2.435 -1.021 -0.171
H3 1.145 0.820 -1.097
C3 0.949 0.117 -0.193

Output
SMILES string = C#CCSCl
HOMO-LUMO gap = 9.204 eV
relative energy (zero: lowest compared OMol25 entry of this formula, charge and spin) = 1.335 eV
highest occupied orbital energy = -0.340 Ha

Q: Which molar mass values were calculated for the entries above? A: 843.1, 230.3, 97.2, 962.4, 102.2, 736.1, 687.7, 577.1, 173.2, 77.2, 119.2, 106.6, in g/mol.
Q: Which maximum force values were calculated for the entries above? A: 0.9, 3.5, 7.8, 4.2, 1.2, 8.8, 3.8, 5.1, 4.8, 1.6, 3.6, 4.0, in eV/A.